No. 1
{
  "formula": "C24H16O8",
  "method": "ωB97M-V/def2-TZVPD",
  "multiplicity": 1,
  "homo_energy_ev": -10.015,
  "mol_weight_g_mol": 432.38,
  "orbital_gap_ev": 7.47,
  "smiles": "O=C1C=CC(=O)C=C1.O=C1C=CC(=O)C=C1.O=C1C=CC(=O)C=C1.O=C1C=CC(=O)C=C1",
  "relative_energy_kj_mol": 956.6,
  "total_charge": 0,
  "species": ["O", "C", "C", "C", "C", "O", "C", "C", "H", "H", "H", "H", "O", "C", "C", "C", "C", "O", "C", "C", "H", "H", "H", "H", "O", "C", "C", "C", "C", "O", "C", "C", "H", "H", "H", "H", "O", "C", "C", "C", "C", "O", "C", "C", "H", "H", "H", "H"],
  "positions_angstrom": [[3.331, -2.394, -1.772], [2.437, -2.004, -0.935], [1.334, -2.776, -0.589], [0.320, -2.235, 0.364], [0.619, -1.090, 1.249], [-0.106, -0.841, 2.132], [1.821, -0.433, 0.967], [2.542, -0.760, -0.249], [0.967, -3.834, -0.727], [-0.498, -2.774, 0.565], [1.886, 0.660, 1.322], [3.283, 0.166, -0.713], [-1.658, -5.877, -4.682], [-1.210, -4.785, -4.458], [0.317, -4.460, -4.173], [0.760, -3.026, -3.987], [-0.233, -1.939, -3.947], [0.081, -0.762, -3.565], [-1.512, -2.160, -4.454], [-2.067, -3.628, -4.545], [1.053, -5.342, -4.076], [1.837, -3.084, -3.708], [-2.187, -1.341, -4.449], [-3.101, -3.656, -5.084], [-2.526, -0.163, 0.136], [-2.225, 0.763, -0.610], [-3.000, 1.060, -1.961], [-2.393, 2.088, -2.812], [-1.210, 2.992, -2.542], [-0.772, 3.877, -3.272], [-0.580, 2.614, -1.310], [-1.090, 1.556, -0.334], [-4.000, 0.644, -2.224], [-2.940, 2.284, -3.708], [0.442, 3.249, -0.902], [-0.780, 1.588, 0.618], [0.086, 2.965, 8.315], [0.441, 3.048, 7.068], [0.253, 4.301, 6.291], [0.720, 4.146, 4.821], [1.321, 2.944, 4.241], [1.555, 2.810, 3.053], [1.643, 1.849, 5.155], [1.094, 1.879, 6.543], [-0.143, 5.126, 6.723], [0.541, 4.816, 4.087], [2.246, 0.867, 4.929], [1.312, 1.054, 7.185]],
  "lowdin_charge": [0.0432, -0.4498, 0.0358, 0.1168, -0.5273, 0.1550, 0.0265, 0.0432, 0.1348, 0.0692, 0.1330, 0.1984, 0.1062, -0.4495, 0.0900, 0.0374, -0.4436, 0.0482, 0.0641, 0.0851, 0.1269, 0.0991, 0.0908, 0.1402, 0.0907, -0.4053, 0.0821, 0.0325, -0.4412, 0.0982, 0.0734, 0.0492, 0.1111, 0.0855, 0.1840, 0.0583, 0.0362, -0.3777, 0.1338, 0.1084, -0.4559, 0.0838, 0.0660, 0.0373, 0.0642, 0.0616, 0.1489, 0.1008]
}


No. 2
{
  "formula": "C24H17BaCl5N6S",
  "method": "ωB97M-V/def2-TZVPD",
  "multiplicity": 1,
  "homo_energy_ev": -7.572,
  "mol_weight_g_mol": 736.10,
  "orbital_gap_ev": 7.39,
  "relative_energy_kj_mol": 14.7,
  "total_charge": 0,
  "species": ["Ba", "N", "C", "S", "N", "N", "C", "C", "C", "C", "C", "C", "C", "C", "C", "C", "C", "C", "N", "H", "H", "H", "H", "H", "H", "H", "H", "H", "H", "H", "Cl", "C", "C", "C", "Cl", "C", "Cl", "C", "Cl", "C", "Cl", "N", "C", "C", "C", "N", "C", "C", "H", "H", "H", "H", "H", "H"],
  "positions_angstrom": [[1.038, 0.442, -0.647], [4.118, 1.057, 2.512], [3.294, 0.279, 1.769], [3.877, -0.260, 0.227], [2.137, 0.014, 2.382], [1.209, -0.611, 1.607], [0.182, -1.140, 2.172], [-0.068, -1.183, 3.638], [-1.332, -0.878, 4.140], [-1.582, -0.905, 5.505], [-0.568, -1.258, 6.385], [0.689, -1.583, 5.892], [0.942, -1.540, 4.528], [-0.819, -1.756, 1.239], [-1.660, -2.777, 1.663], [-2.546, -3.345, 0.764], [-2.579, -2.888, -0.544], [-1.697, -1.882, -0.894], [-0.836, -1.331, -0.037], [5.078, 1.126, 2.229], [3.863, 1.237, 3.469], [-2.135, -0.615, 3.459], [-2.566, -0.650, 5.878], [-0.758, -1.282, 7.452], [1.483, -1.865, 6.572], [1.927, -1.779, 4.149], [-1.612, -3.120, 2.689], [-3.205, -4.143, 1.083], [-3.261, -3.298, -1.275], [-1.674, -1.497, -1.910], [-1.962, 1.468, 1.510], [-1.617, 2.741, 0.328], [-0.509, 2.581, -0.479], [-0.288, 3.617, -1.358], [1.131, 3.483, -2.427], [-1.080, 4.759, -1.457], [-0.719, 6.018, -2.586], [-2.192, 4.864, -0.625], [-3.215, 6.248, -0.717], [-2.471, 3.841, 0.282], [-3.850, 3.961, 1.317], [1.418, -0.684, -7.423], [1.282, -0.551, -6.072], [2.089, -1.274, -5.184], [1.901, -1.112, -3.833], [0.978, -0.299, -3.297], [0.207, 0.386, -4.154], [0.314, 0.297, -5.522], [2.204, -1.180, -7.801], [0.932, -0.060, -8.040], [2.855, -1.947, -5.552], [2.524, -1.659, -3.131], [-0.532, 1.050, -3.714], [-0.338, 0.884, -6.158]],
  "lowdin_charge": [1.6944, 0.0584, -0.9595, 0.3632, -0.0327, -0.2201, -0.2311, -0.1796, -0.0581, -0.0747, -0.0869, -0.0760, -0.0295, -0.2489, -0.0030, -0.0432, -0.0532, -0.1338, -0.0718, 0.0732, 0.0954, 0.0899, 0.1043, 0.1013, 0.1020, 0.1102, 0.1213, 0.1128, 0.1064, 0.1073, 0.6706, -0.7014, -0.4122, -0.7199, 0.5839, -0.7115, 0.6573, -0.7096, 0.6687, -0.7076, 0.6591, 0.1267, -0.3133, -0.0131, -0.1493, -0.1336, -0.1732, -0.0108, 0.1015, 0.1018, 0.1136, 0.1137, 0.1055, 0.1153]
}


No. 3
{
  "formula": "C24H17N4O10S2SeV",
  "method": "ωB97M-V/def2-TZVPD",
  "multiplicity": 3,
  "homo_energy_ev": [-2.054, -3.041],
  "mol_weight_g_mol": 715.46,
  "orbital_gap_ev": [6.01, 7.00],
  "relative_energy_kj_mol": 0.0,
  "total_charge": -2,
  "species": ["V", "O", "C", "C", "C", "C", "C", "C", "C", "O", "N", "N", "C", "C", "C", "C", "C", "C", "C", "O", "H", "H", "H", "H", "H", "H", "H", "H", "H", "H", "S", "C", "C", "N", "C", "H", "H", "H", "O", "Se", "O", "O", "O", "O", "S", "O", "N", "C", "O", "C", "C", "C", "C", "C", "C", "H", "H", "H", "H"],
  "positions_angstrom": [[0.703, 0.836, 0.056], [-3.663, 3.914, 0.174], [-3.352, 3.812, -1.132], [-4.087, 4.563, -2.044], [-3.796, 4.507, -3.397], [-2.773, 3.686, -3.858], [-2.046, 2.929, -2.958], [-2.318, 2.974, -1.592], [-1.492, 2.200, -0.665], [-0.592, 1.391, -1.073], [-1.630, 2.390, 0.640], [-0.612, 1.751, 1.283], [-0.570, 1.787, 2.577], [0.502, 1.251, 3.368], [0.476, 1.307, 4.767], [1.499, 0.786, 5.527], [2.603, 0.208, 4.896], [2.684, 0.163, 3.522], [1.636, 0.661, 2.733], [1.651, 0.604, 1.443], [-2.980, 3.389, 0.680], [-4.879, 5.198, -1.668], [-4.366, 5.111, -4.093], [-2.541, 3.646, -4.915], [-1.236, 2.296, -3.297], [-1.398, 2.275, 3.087], [-0.378, 1.769, 5.252], [1.446, 0.812, 6.609], [3.405, -0.211, 5.490], [3.546, -0.264, 3.023], [-1.209, -2.527, -4.096], [-1.845, -3.255, -2.670], [-1.380, -2.608, -1.570], [-0.539, -1.563, -1.831], [-0.347, -1.388, -3.085], [-2.508, -4.103, -2.729], [-1.616, -2.842, -0.542], [0.298, -0.628, -3.505], [3.072, 2.327, -2.786], [2.764, 1.574, -1.397], [1.809, 2.499, -0.403], [1.762, 0.267, -1.616], [4.122, 1.110, -0.673], [-0.403, -4.987, 3.023], [0.143, -3.681, 3.340], [0.265, -3.402, 4.752], [-0.635, -2.501, 2.554], [0.115, -1.937, 1.611], [-0.311, -0.995, 0.896], [1.486, -2.577, 1.486], [2.462, -2.358, 0.529], [3.672, -3.030, 0.647], [3.884, -3.943, 1.673], [2.878, -4.220, 2.592], [1.699, -3.515, 2.482], [2.287, -1.684, -0.295], [4.455, -2.819, -0.069], [4.837, -4.454, 1.747], [3.006, -4.963, 3.369]],
  "lowdin_charge": [0.9059, 0.0336, -0.2755, -0.0359, -0.1095, -0.1073, -0.0080, -0.0614, -0.3713, -0.1323, 0.0702, -0.0611, -0.0239, -0.1258, -0.0548, -0.1186, -0.0923, 0.0041, -0.2854, -0.1769, 0.0612, 0.1053, 0.0901, 0.0906, 0.1227, 0.1297, 0.1034, 0.0852, 0.0948, 0.1215, 0.9301, -0.4313, -0.2242, -0.0050, -0.4562, 0.0481, 0.1074, 0.0743, -0.4909, 0.7423, -0.4662, -0.5069, -0.4801, -0.3509, 0.6009, -0.3436, -0.0391, -0.4938, -0.0562, -0.1218, 0.0109, -0.0622, -0.0934, -0.0580, -0.2190, 0.0989, 0.1056, 0.0917, 0.1101]
}


No. 4
{
  "formula": "C24H18AuN6O2S",
  "method": "ωB97M-V/def2-TZVPD",
  "multiplicity": 1,
  "homo_energy_ev": -10.461,
  "mol_weight_g_mol": 651.48,
  "orbital_gap_ev": 5.81,
  "total_charge": 1,
  "species": ["Au", "O", "C", "N", "C", "C", "C", "C", "C", "C", "N", "C", "O", "C", "C", "C", "C", "C", "N", "C", "C", "C", "C", "C", "N", "H", "H", "H", "H", "H", "H", "H", "H", "H", "H", "H", "H", "N", "C", "S", "C", "C", "C", "N", "C", "C", "H", "H", "H", "H", "H", "H"],
  "positions_angstrom": [[0.294, -0.137, -0.007], [2.081, -1.946, 3.400], [1.871, -1.074, 2.602], [2.103, -1.147, 1.226], [3.198, -1.433, 0.650], [4.405, -1.895, 1.316], [5.449, -2.292, 0.580], [5.433, -2.259, -0.883], [4.378, -1.816, -1.574], [3.219, -1.306, -0.857], [2.223, -0.734, -1.394], [1.890, -0.676, -2.749], [2.539, -0.177, -3.625], [0.551, -1.351, -2.971], [0.340, -2.023, -4.160], [-0.784, -2.828, -4.273], [-1.653, -2.917, -3.201], [-1.390, -2.167, -2.063], [-0.311, -1.398, -1.943], [1.335, 0.291, 2.979], [1.589, 0.770, 4.252], [1.345, 2.110, 4.514], [0.853, 2.911, 3.500], [0.568, 2.332, 2.270], [0.793, 1.047, 2.014], [4.408, -1.971, 2.394], [6.332, -2.669, 1.079], [6.316, -2.585, -1.416], [4.392, -1.750, -2.653], [1.059, -1.921, -4.961], [-0.968, -3.392, -5.178], [-2.531, -3.546, -3.240], [-2.071, -2.166, -1.221], [1.988, 0.096, 4.998], [1.560, 2.526, 5.489], [0.682, 3.967, 3.652], [0.132, 2.909, 1.463], [-6.300, 3.322, 0.779], [-5.851, 2.662, -0.299], [-6.771, 2.474, -1.647], [-4.470, 2.085, -0.193], [-3.828, 1.610, -1.328], [-2.571, 1.052, -1.213], [-1.927, 0.924, -0.048], [-2.540, 1.378, 1.043], [-3.793, 1.966, 1.017], [-7.226, 3.715, 0.737], [-5.735, 3.518, 1.585], [-4.317, 1.679, -2.290], [-2.049, 0.688, -2.089], [-2.013, 1.251, 1.981], [-4.224, 2.291, 1.953]],
  "lowdin_charge": [0.7666, 0.1407, -0.4031, 0.1200, -0.1555, 0.0113, -0.0233, -0.0252, 0.0117, -0.1581, 0.1288, -0.4052, 0.1442, -0.1888, 0.0175, -0.0271, -0.0291, -0.1199, 0.0230, -0.1884, 0.0181, -0.0285, -0.0313, -0.1263, 0.0268, 0.1190, 0.1197, 0.1196, 0.1207, 0.1286, 0.1204, 0.1161, 0.1156, 0.1284, 0.1201, 0.1152, 0.1145, 0.0895, -0.8183, 0.7144, -0.2119, -0.0272, -0.1247, -0.0135, -0.1355, -0.0006, 0.1043, 0.0930, 0.0851, 0.0999, 0.0999, 0.1088]
}